(1)
DFT (wB97M-V/def2-TZVPD) results for an isolated molecule of C4H8N2 at a distorted geometry.

Results
HOMO-LUMO gap: 9.976 eV
Energy relative to the best compared isomer or geometry (same formula, charge and spin): 74.8 kcal/mol
LUMO: 1.12 eV
SMILES: [H]/N=N/[C@@H]1C[C@H]1C
Charge: 0

Element x y z (Å)
C  -0.16  1.22  -0.12
C  -0.62  -0.05  0.55
C  0.66  -0.10  -0.31
C  -1.88  -0.67  0.01
N  2.89  -0.27  -0.23
N  1.85  -0.07  0.42
H  -0.55  1.65  -1.06
H  0.39  1.97  0.44
H  -0.66  -0.31  1.64
H  0.85  -0.60  -1.38
H  -1.94  -0.65  -1.11
H  -2.63  -0.09  0.59
H  -2.02  -1.85  0.17
H  3.83  -0.18  0.36

---

(2)
DFT (wB97M-V/def2-TZVPD) results for a cluster of 2 separate species, C4H12 in total at a distorted geometry.

Results
HOMO-LUMO gap (spin up / spin down): 2.710 / 11.893 eV
2S+1: 2
Energy relative to the best compared isomer or geometry (same formula, charge and spin): 29.6 kcal/mol
LUMO (spin up / spin down): 4.23 / 4.49 eV
Charge: -1

Element x y z (Å)
C  -1.27  -1.08  0.33
C  -1.78  -1.39  1.76
H  -2.00  -1.25  -0.35
H  -0.49  -1.73  -0.09
H  -0.98  0.00  0.46
H  -1.06  -1.56  2.47
H  -2.35  -2.28  1.85
H  -2.33  -0.45  2.04
C  2.15  1.24  -1.51
C  0.91  1.26  -0.57
H  2.90  0.82  -0.76
H  2.55  2.23  -1.91
H  2.02  0.54  -2.43
H  0.99  0.26  -0.06
H  0.02  1.24  -1.22
H  0.73  2.15  0.00

---

(3)
DFT (wB97M-V/def2-TZVPD) results for a structure of composition C22H56ClN4O11 at a distorted geometry.

Results
HOMO-LUMO gap: 7.143 eV
Energy relative to the best compared isomer or geometry (same formula, charge and spin): 162.0 kcal/mol
LUMO: 2.52 eV
Charge: -1

Element x y z (Å)
Cl  -0.26  -1.12  0.12
O  0.52  -0.55  -0.93
O  0.50  -0.92  1.39
O  -1.54  -0.45  0.19
O  -0.42  -2.50  -0.19
C  -0.62  -3.56  -5.30
O  0.31  -3.13  -4.25
C  -0.04  -3.80  -2.97
C  1.12  -3.53  -1.97
N  1.54  -2.12  -2.03
C  2.78  -1.86  -1.34
C  3.24  -0.48  -1.80
O  3.06  -0.33  -3.28
C  3.39  1.00  -3.64
H  -1.60  -3.35  -4.88
H  -0.47  -4.63  -5.44
H  -0.67  -2.94  -6.20
H  -0.28  -4.86  -2.94
H  -0.90  -3.25  -2.59
H  1.95  -4.14  -2.31
H  0.99  -3.83  -0.93
H  0.85  -1.60  -1.50
H  3.49  -2.65  -1.57
H  2.55  -1.86  -0.27
H  4.28  -0.35  -1.49
H  2.67  0.33  -1.35
H  2.65  1.69  -3.25
H  3.43  1.20  -4.71
H  4.27  1.38  -3.11
C  0.13  2.66  4.92
O  0.79  3.69  4.09
C  1.71  3.13  3.17
C  0.96  2.15  2.17
N  -0.02  2.89  1.38
C  -0.95  2.13  0.51
C  -2.01  1.45  1.26
O  -2.89  2.31  1.97
C  -3.89  1.58  2.73
H  -0.38  3.03  5.81
H  0.84  1.87  5.20
H  -0.66  2.14  4.38
H  2.42  2.44  3.62
H  2.22  3.98  2.71
H  0.55  1.28  2.68
H  1.55  1.81  1.31
H  -0.39  3.43  2.16
H  -0.37  1.35  0.01
H  -1.31  2.77  -0.30
H  -1.53  0.65  1.82
H  -2.56  0.91  0.49
H  -4.84  2.09  2.65
H  -3.54  1.55  3.77
H  -3.98  0.56  2.36
C  -5.39  -3.00  -1.21
O  -4.36  -2.43  -1.93
C  -3.19  -1.86  -1.30
C  -2.21  -1.27  -2.36
N  -2.44  0.06  -2.83
C  -1.87  0.99  -1.84
C  -1.62  2.44  -2.42
O  -0.97  2.40  -3.67
C  -0.44  3.69  -4.14
H  -6.13  -3.37  -1.92
H  -5.95  -2.29  -0.62
H  -5.11  -3.72  -0.44
H  -2.80  -2.73  -0.78
H  -3.39  -1.12  -0.52
H  -2.24  -1.94  -3.22
H  -1.21  -1.40  -1.94
H  -3.40  0.28  -2.62
H  -0.86  0.66  -1.63
H  -2.44  1.12  -0.91
H  -1.19  3.06  -1.63
H  -2.65  2.76  -2.61
H  -0.04  4.13  -3.22
H  -1.23  4.34  -4.53
H  0.30  3.60  -4.94
C  2.98  0.02  1.44
C  2.91  -0.78  2.77
C  2.20  -0.06  3.96
O  2.99  0.00  5.05
C  2.48  0.62  6.23
N  2.21  -2.00  2.45
H  3.41  1.00  1.60
H  2.00  0.24  1.01
H  3.62  -0.45  0.68
H  3.91  -0.97  3.17
H  1.34  -0.64  4.25
H  1.81  0.93  3.72
H  1.42  0.38  6.32
H  2.74  1.66  6.02
H  2.95  0.15  7.10
H  1.74  -2.45  3.22
H  1.48  -1.68  1.84

---

(4)
DFT (wB97M-V/def2-TZVPD) results for a cluster of 2 separate species, C2H3NO2 in total at a distorted geometry.

Results
HOMO-LUMO gap: 11.241 eV
Energy relative to the best compared isomer or geometry (same formula, charge and spin): 64.2 kcal/mol
LUMO: 1.05 eV
Charge: 0

Element x y z (Å)
C  -0.81  0.66  0.86
C  1.33  -1.85  -0.44
N  -0.91  0.33  -0.34
O  0.17  0.53  -1.14
O  1.98  -1.46  0.44
H  0.06  1.12  1.16
H  -1.67  0.33  1.48
H  -0.15  0.35  -2.02

---

(5)
DFT (wB97M-V/def2-TZVPD) results for a cluster of 12 separate species, C28H87N7O12 in total at a distorted geometry.

Results
HOMO-LUMO gap: 8.449 eV
Energy relative to the best compared isomer or geometry (same formula, charge and spin): 43.3 kcal/mol
LUMO: -0.43 eV
SMILES: COC[C@H](C)N.COC[C@H](C)N.COC[C@H](C)N.COC[C@H](C)N.COC[C@H](C)N.COC[C@H](C)N.COC[C@H](C)N.O.O.O.O.O
Charge: 0

Element x y z (Å)
O  -5.05  3.06  -1.08
H  -5.80  3.40  -0.61
H  -4.34  3.67  -0.88
O  -6.42  0.84  -0.01
H  -6.13  1.40  -0.73
H  -5.62  0.62  0.46
O  -3.54  2.43  2.76
H  -3.95  3.29  2.88
H  -2.68  2.51  3.18
O  1.16  -0.19  3.83
H  0.74  0.67  3.76
H  0.54  -0.80  3.43
O  -0.81  -2.28  2.55
H  -1.43  -1.74  3.03
H  -1.35  -2.83  1.99
C  6.82  2.57  -0.46
C  5.93  1.33  -0.61
C  5.22  1.20  -2.01
O  4.24  0.13  -1.82
C  3.17  0.17  -2.78
N  6.67  0.12  -0.36
H  7.22  2.60  0.55
H  6.50  3.50  -0.92
H  7.72  2.43  -1.06
H  5.13  1.42  0.12
H  5.87  0.95  -2.85
H  4.67  2.10  -2.25
H  2.30  -0.44  -2.55
H  3.57  -0.10  -3.76
H  2.85  1.19  -2.95
H  7.15  -0.12  -1.21
H  6.01  -0.63  -0.21
C  5.30  4.27  3.93
C  4.64  4.19  2.53
C  3.69  2.98  2.54
O  2.97  3.06  1.37
C  2.26  1.98  1.05
N  3.97  5.49  2.36
H  5.85  5.21  3.88
H  6.05  3.56  4.29
H  4.59  4.41  4.74
H  5.41  4.00  1.79
H  3.09  2.96  3.45
H  4.24  2.04  2.48
H  1.37  1.89  1.67
H  2.88  1.08  1.09
H  1.87  2.07  0.04
H  3.48  5.44  1.48
H  4.81  6.02  2.20
C  -2.65  5.91  -2.35
C  -2.20  4.84  -1.38
C  -0.66  4.81  -1.10
O  0.12  4.68  -2.25
C  0.43  3.41  -2.66
N  -3.01  4.94  -0.16
H  -2.01  5.79  -3.23
H  -2.59  6.81  -1.73
H  -3.67  5.74  -2.68
H  -2.36  3.87  -1.84
H  -0.48  4.01  -0.38
H  -0.33  5.78  -0.72
H  1.15  3.59  -3.46
H  -0.35  2.76  -3.06
H  0.94  2.91  -1.83
H  -2.65  5.80  0.25
H  -2.74  4.23  0.51
C  -1.95  -0.39  5.97
C  -3.10  -0.71  5.01
C  -4.43  0.16  5.21
O  -4.94  0.00  6.56
C  -6.21  0.60  6.80
N  -2.58  -0.53  3.65
H  -1.72  0.68  5.95
H  -1.06  -0.94  5.67
H  -2.24  -0.64  6.99
H  -3.22  -1.78  5.12
H  -5.07  -0.14  4.38
H  -4.23  1.22  5.05
H  -6.11  1.65  7.06
H  -6.67  0.18  7.70
H  -6.87  0.33  5.97
H  -3.30  -0.60  2.95
H  -2.32  0.45  3.65
C  -2.83  -2.60  -6.71
C  -1.67  -3.61  -6.77
C  -0.88  -3.63  -5.46
O  -0.29  -2.34  -5.39
C  0.23  -2.07  -4.12
N  -2.34  -4.83  -7.11
H  -2.54  -1.58  -6.43
H  -3.61  -2.81  -5.99
H  -3.25  -2.61  -7.72
H  -1.08  -3.33  -7.65
H  -0.23  -4.51  -5.44
H  -1.52  -3.71  -4.59
H  0.67  -2.89  -3.55
H  -0.55  -1.51  -3.60
H  0.93  -1.25  -4.32
H  -1.66  -5.56  -7.22
H  -3.05  -4.89  -7.83
C  -2.95  -0.77  -1.29
C  -2.48  -0.02  -0.01
C  -1.27  0.91  -0.24
O  -0.22  0.29  -0.94
C  0.29  -0.84  -0.22
N  -3.60  0.64  0.54
H  -2.20  -1.46  -1.69
H  -3.30  -0.11  -2.08
H  -3.73  -1.45  -0.95
H  -2.19  -0.83  0.67
H  -0.93  1.23  0.75
H  -1.53  1.83  -0.77
H  -0.42  -1.66  -0.25
H  0.48  -0.69  0.84
H  1.15  -1.25  -0.76
H  -3.45  1.09  1.42
H  -3.81  1.39  -0.10
C  1.03  -8.39  -1.07
C  2.27  -7.84  -0.33
C  1.92  -6.53  0.41
O  1.68  -5.55  -0.57
C  1.49  -4.21  -0.02
N  2.61  -8.89  0.56
H  0.61  -7.76  -1.85
H  0.24  -8.74  -0.41
H  1.44  -9.32  -1.47
H  3.12  -7.64  -0.98
H  2.80  -6.20  0.96
H  1.11  -6.65  1.14
H  2.37  -3.86  0.52
H  0.72  -4.15  0.76
H  1.27  -3.58  -0.88
H  1.92  -9.13  1.26
H  3.47  -8.69  1.05

---

(6)
DFT (wB97M-V/def2-TZVPD) results for an isolated molecule of C5H7FS at a distorted geometry.

Results
HOMO-LUMO gap: 8.310 eV
Energy relative to the best compared isomer or geometry (same formula, charge and spin): 6.9 kcal/mol
LUMO: -0.43 eV
SMILES: F[C@@H]1CCCC1=S
Charge: 0

Element x y z (Å)
C  0.83  -0.94  -0.23
C  0.38  -0.29  1.14
C  -0.77  0.64  0.76
C  -0.49  1.00  -0.67
C  0.07  -0.26  -1.25
H  1.90  -0.83  -0.40
H  1.26  0.30  1.52
H  0.10  -0.97  1.97
H  -0.96  1.49  1.36
H  -1.72  0.00  0.78
H  -1.35  1.32  -1.25
H  0.33  1.74  -0.67
F  0.55  -2.31  -0.31
S  -0.14  -0.88  -2.75

---

(7)
DFT (wB97M-V/def2-TZVPD) results for a structure of composition C15H16ClGdINOS4 at a distorted geometry.

Results
HOMO-LUMO gap (spin up / spin down): 6.553 / 6.234 eV
2S+1: 8
Energy relative to the best compared isomer or geometry (same formula, charge and spin): 25.2 kcal/mol
LUMO (spin up / spin down): -0.69 / -0.89 eV
Charge: 0

Element x y z (Å)
Gd  -0.18  -0.33  0.89
C  -0.35  5.28  0.47
C  0.92  4.48  0.22
S  0.72  2.68  -0.10
C  -0.20  2.59  -1.68
C  -1.69  2.89  -1.61
S  -2.44  1.98  -0.20
C  -3.60  3.20  0.54
C  -3.06  4.56  0.94
S  -1.42  4.53  1.76
H  -0.94  5.38  -0.44
H  -0.06  6.28  0.82
H  1.54  4.49  1.12
H  1.47  4.91  -0.61
H  -0.05  1.54  -1.98
H  0.30  3.24  -2.40
H  -2.17  2.53  -2.52
H  -1.90  3.94  -1.49
H  -3.95  2.65  1.42
H  -4.43  3.32  -0.15
H  -3.75  5.00  1.66
H  -2.98  5.22  0.08
Cl  5.26  -5.13  -0.11
C  4.23  -3.73  -0.03
C  4.81  -2.48  -0.04
C  4.00  -1.35  0.01
I  4.79  0.60  -0.02
C  2.61  -1.41  0.09
O  1.86  -0.35  0.11
C  2.03  -2.72  0.13
N  0.68  -2.77  0.24
C  0.08  -3.94  0.14
C  0.78  -5.14  -0.01
C  2.15  -5.13  -0.04
C  2.83  -3.89  0.03
H  5.88  -2.37  -0.11
H  -1.01  -3.91  0.17
H  0.22  -6.07  -0.11
H  2.74  -6.03  -0.13
S  -2.21  -1.25  -0.22

---

(8)
DFT (wB97M-V/def2-TZVPD) results for a structure of composition C34H58HgO18S7 at a distorted geometry.

Results
HOMO-LUMO gap: 5.712 eV
Energy relative to the best compared isomer or geometry (same formula, charge and spin): 0.0 kcal/mol
LUMO: 0.04 eV
Charge: 0

Element x y z (Å)
Hg  0.00  0.02  0.35
C  -2.90  -1.68  3.42
C  -4.28  -2.02  3.57
C  -5.21  -1.41  2.36
O  -6.37  -1.84  2.42
C  -4.66  -0.47  1.44
C  -3.36  -0.11  1.54
C  -2.42  -0.71  2.54
O  -1.14  -0.56  2.52
O  -2.98  0.70  0.62
O  -4.82  -2.76  4.39
H  -2.24  -2.25  4.05
H  -5.28  -0.01  0.68
C  2.83  1.47  4.70
C  3.27  0.09  5.07
C  2.75  -0.87  4.02
S  3.02  0.04  2.40
O  1.84  -0.12  1.56
O  4.40  -0.24  1.93
C  3.03  1.68  3.22
H  3.34  2.16  5.37
H  1.80  1.61  5.02
H  2.95  -0.36  6.01
H  4.35  0.02  4.95
H  1.67  -1.05  4.02
H  3.24  -1.84  3.95
H  2.35  2.38  2.72
H  3.98  2.14  2.95
C  3.84  -1.66  -3.91
C  4.41  -1.61  -2.50
C  3.32  -2.40  -1.62
S  1.67  -1.98  -2.21
O  1.15  -0.90  -1.38
O  0.90  -3.19  -2.41
C  2.31  -1.45  -3.86
H  4.03  -2.67  -4.27
H  4.41  -1.01  -4.58
H  4.39  -0.56  -2.18
H  5.42  -1.98  -2.33
H  3.40  -2.45  -0.54
H  3.51  -3.38  -2.07
H  2.04  -0.40  -3.96
H  1.70  -1.92  -4.63
C  -4.50  -2.69  -1.70
C  -3.68  -3.79  -2.33
C  -2.15  -3.57  -2.04
S  -2.01  -1.74  -2.07
O  -1.33  -1.28  -3.27
O  -1.47  -1.33  -0.77
C  -3.82  -1.32  -2.13
H  -4.39  -2.78  -0.62
H  -5.54  -2.83  -2.00
H  -3.94  -3.73  -3.38
H  -4.01  -4.75  -1.92
H  -1.39  -4.08  -2.63
H  -2.00  -3.83  -0.99
H  -4.18  -1.16  -3.15
H  -4.03  -0.37  -1.63
C  0.26  -6.17  1.68
C  -1.16  -5.59  1.45
C  -1.20  -4.21  1.94
S  0.49  -3.50  1.93
O  0.94  -3.25  3.29
O  0.50  -2.45  0.88
C  1.21  -5.05  1.22
H  0.46  -7.04  1.06
H  0.32  -6.51  2.72
H  -1.98  -6.14  1.91
H  -1.35  -5.45  0.39
H  -1.62  -4.19  2.95
H  -1.84  -3.48  1.45
H  2.24  -5.00  1.56
H  1.16  -4.95  0.13
C  -2.88  3.80  2.91
C  -2.73  4.88  1.79
C  -1.67  4.42  0.79
S  -0.38  3.64  1.78
O  0.72  4.59  2.03
O  -0.05  2.31  1.25
C  -1.41  3.54  3.27
H  -3.49  2.96  2.58
H  -3.41  4.15  3.80
H  -2.44  5.76  2.36
H  -3.64  5.15  1.24
H  -1.17  5.05  0.05
H  -2.22  3.64  0.26
H  -1.07  4.35  3.92
H  -1.13  2.67  3.87
C  -1.50  2.00  -5.09
C  -2.77  1.71  -4.22
C  -2.72  2.42  -2.87
S  -0.83  2.36  -2.42
O  -0.52  1.30  -1.47
O  -0.44  3.72  -2.14
C  -0.26  1.90  -4.16
H  -1.51  3.01  -5.49
H  -1.41  1.23  -5.85
H  -2.83  0.64  -4.05
H  -3.71  1.98  -4.70
H  -3.36  2.15  -2.03
H  -3.01  3.44  -3.10
H  0.04  0.85  -4.20
H  0.59  2.50  -4.50
C  3.71  4.77  -0.39
C  4.98  4.01  -0.98
C  4.64  2.50  -1.05
S  2.78  2.41  -1.42
O  2.11  1.59  -0.38
O  2.59  2.13  -2.80
C  2.47  4.22  -1.11
H  3.81  5.85  -0.50
H  3.60  4.62  0.68
H  5.87  4.27  -0.39
H  5.19  4.35  -1.99
H  4.87  2.06  -0.08
H  5.15  1.95  -1.84
H  1.53  4.29  -0.56
H  2.32  4.63  -2.11

---

(9)
DFT (wB97M-V/def2-TZVPD) results for the ion C6H19N3P with charge +1 at a distorted geometry.

Results
HOMO-LUMO gap: 10.630 eV
Energy relative to the best compared isomer or geometry (same formula, charge and spin): 0.0 kcal/mol
LUMO: -2.50 eV
SMILES: CN[P@](C)(N(C)C)=[N+](C)C
Charge: +1

Element x y z (Å)
C  1.17  -0.94  -1.97
C  -1.86  0.19  -1.28
C  -1.67  -1.98  -0.02
C  1.74  2.01  0.12
C  -0.53  2.23  1.04
C  0.46  -1.01  2.22
N  1.30  -1.13  -0.54
N  -1.33  -0.53  -0.08
N  0.39  1.37  0.35
P  0.21  -0.29  0.44
H  0.86  0.08  -2.19
H  2.26  -1.07  -2.41
H  0.48  -1.78  -2.32
H  -1.13  0.26  -2.06
H  -2.81  -0.32  -1.66
H  -2.18  1.19  -0.89
H  -1.71  -2.20  1.04
H  -2.75  -2.10  -0.29
H  -0.95  -2.68  -0.53
H  1.88  2.96  0.72
H  2.47  1.24  0.41
H  2.05  2.19  -0.94
H  -0.23  2.98  1.83
H  -0.96  2.92  0.20
H  -1.28  1.61  1.57
H  1.34  -1.61  1.85
H  -0.36  -1.63  2.53
H  0.93  -0.47  3.04
H  2.20  -1.48  -0.19

---

(10)
DFT (wB97M-V/def2-TZVPD) results for a cluster of 2 separate species, C3H11NO in total at a distorted geometry.

Results
HOMO-LUMO gap: 9.980 eV
Energy relative to the best compared isomer or geometry (same formula, charge and spin): 53.5 kcal/mol
LUMO: 0.87 eV
SMILES: CN(C)C.O
Charge: 0

Element x y z (Å)
N  1.41  -0.35  0.16
C  0.00  0.00  0.00
C  1.45  -1.69  0.77
C  1.89  -0.56  -1.16
H  -0.01  0.93  -0.60
H  -0.50  0.20  0.96
H  -0.57  -0.78  -0.54
H  1.02  -2.45  0.10
H  0.83  -1.62  1.68
H  2.47  -2.01  1.06
H  2.99  -0.64  -1.17
H  1.60  0.31  -1.79
H  1.46  -1.47  -1.60
O  -1.22  -2.19  -1.01
H  -1.02  -1.76  -0.16
H  -0.34  -2.35  -1.43